Computed, not measured: an isolated ion of composition C2H7N4 and charge +1 at a distorted geometry, with the ωB97M-V functional and the def2-TZVPD basis.

## Properties
- highest occupied orbital energy (eV) = -13.714
- Kohn-Sham gap (eV) = 9.79
- energy relative to the best compared isomer or geometry (same formula, charge and spin) (kJ/mol) = 398.06

```
! wB97M-V def2-TZVPD RIJCOSX def2/J DEFGRID3
* xyz 1 1
N 0.5850 1.8677 -1.8599
C -0.2951 1.5590 -1.1509
N -1.0502 0.9677 -0.3522
C -0.9549 -0.5840 0.5847
N 0.2259 -0.8555 1.1489
N 1.2584 -1.2698 0.3091
H 1.2686 2.4757 -2.0507
H -2.0307 1.1358 -0.6110
H -1.8891 -0.3280 1.0835
H -1.2527 -1.2923 -0.0831
H 0.6236 -0.3919 1.9516
H 2.0935 -1.0239 0.8193
H 1.4179 -2.2605 0.2105
*
```